DFT (wB97M-V/def2-TZVPD) results for a cluster of 2 separate species, CFNS in total at a distorted geometry.

Values from the calculation:
Highest occupied orbital energy (spin up / spin down) (eV): -10.97 / -9.73
<S²>: 2.01
ΔE to the lowest compared entry with this formula, charge and spin (kcal per mole): 45.65
HOMO-LUMO gap (spin up / spin down) (eV): 10.105 / 5.729

The geometry in ORCA input format:
```
! wB97M-V def2-TZVPD RIJCOSX def2/J DEFGRID3
* xyz 0 3
S 0.73 1.37 0.56
F 1.45 0.18 1.39
N -0.63 -0.65 -0.67
C -1.55 -0.91 -1.28
*
```



DFT (wB97M-V/def2-TZVPD) results for a structure of composition CH10IN2Zn at a distorted geometry.

Values from the calculation:
Highest occupied orbital energy (spin up / spin down) (eV): -0.83 / -0.83
HOMO-LUMO gap (spin up / spin down) (eV): 3.772 / 3.776

The geometry in ORCA input format:
```
! wB97M-V def2-TZVPD RIJCOSX def2/J DEFGRID3
* xyz -1 1
I 0.41 -0.34 2.81
Zn 0.47 0.46 0.02
N 2.28 -0.37 0.16
N 0.10 0.94 -2.02
C -2.30 -0.48 1.04
H 2.91 0.33 -0.20
H -1.58 -0.61 1.84
H -0.90 1.03 -2.30
H -3.34 -0.67 1.40
H -1.99 -1.14 0.27
H 2.42 -1.31 -0.22
H -2.03 0.50 0.65
H 0.59 1.84 -2.08
H 2.37 -0.43 1.21
H 0.58 0.24 -2.61
*
```



DFT (wB97M-V/def2-TZVPD) results for a structure of composition CH10MgNO at a distorted geometry.

Values from the calculation:
Highest occupied orbital energy (eV): -1.07
ΔE to the lowest compared entry with this formula, charge and spin (kcal per mole): 54.23
HOMO-LUMO gap (eV): 4.040

The geometry in ORCA input format:
```
! wB97M-V def2-TZVPD RIJCOSX def2/J DEFGRID3
* xyz -1 1
Mg 1.23 0.06 0.47
O 1.34 0.02 2.56
N 1.47 -1.62 -0.60
C -1.34 1.56 -0.08
H -1.93 1.01 -1.55
H -0.36 1.52 0.55
H 2.19 0.12 3.05
H -1.70 0.32 -1.92
H 0.82 -1.60 -1.39
H 2.44 -1.64 -0.89
H -2.23 1.10 0.40
H -1.54 2.58 -0.35
H 1.28 -2.44 -0.01
H 0.72 -0.40 3.17
*
```



DFT (wB97M-V/def2-TZVPD) results for a structure of composition CH10MnO8 at a distorted geometry.

Values from the calculation:
Highest occupied orbital energy (spin up / spin down) (eV): -13.27 / -13.81
<S²>: 12.01
ΔE to the lowest compared entry with this formula, charge and spin (kcal per mole): 36.91
HOMO-LUMO gap (spin up / spin down) (eV): 9.219 / 7.604

The geometry in ORCA input format:
```
! wB97M-V def2-TZVPD RIJCOSX def2/J DEFGRID3
* xyz 1 7
Mn 0.05 0.40 -0.26
O 2.53 -1.89 -1.71
O -0.32 -0.13 1.88
O -0.01 1.30 -2.09
O 1.99 -0.29 -0.43
O 0.36 2.22 0.58
O -2.12 0.40 -0.60
O 0.38 -2.85 1.51
O 0.54 -1.61 -0.97
C 1.70 -1.30 -1.09
H -2.81 0.92 -1.00
H 0.97 2.00 1.28
H -1.19 -0.31 2.23
H 0.60 -2.14 2.11
H -0.17 2.18 -2.45
H 0.16 0.26 2.61
H -2.55 -0.42 -0.35
H -0.11 2.98 0.90
H -0.14 0.71 -2.83
H 0.16 -2.41 0.69
*
```



DFT (wB97M-V/def2-TZVPD) results for a cluster of 4 separate species, CH10N2O4 in total at a distorted geometry.

Values from the calculation:
Highest occupied orbital energy (spin up / spin down) (eV): 0.42 / -6.23
<S²>: 0.75
ΔE to the lowest compared entry with this formula, charge and spin (kcal per mole): 10.55
HOMO-LUMO gap (spin up / spin down) (eV): 2.810 / 9.373

The geometry in ORCA input format:
```
! wB97M-V def2-TZVPD RIJCOSX def2/J DEFGRID3
* xyz -1 2
O -2.23 -1.55 2.00
O 1.39 -2.12 -1.43
O -0.38 2.31 -0.22
O 2.04 0.64 -0.66
N -1.91 0.66 1.41
N -0.62 -0.83 0.71
C -1.65 -0.63 1.39
H 0.46 2.19 -0.66
H -2.57 0.96 2.11
H -0.14 -1.71 0.60
H -0.87 2.90 -0.79
H -0.09 -0.02 0.44
H 2.24 -2.49 -1.19
H -1.48 1.35 0.81
H 1.33 -2.24 -2.38
H 1.69 -0.21 -0.91
H 2.79 0.78 -1.24
*
```



DFT (wB97M-V/def2-TZVPD) results for a cluster of 3 separate species, CH10N3O2 in total.

Values from the calculation:
Highest occupied orbital energy (eV): -14.71
ΔE to the lowest compared entry with this formula, charge and spin (kcal per mole): 14.31
HOMO-LUMO gap (eV): 11.583

The geometry in ORCA input format:
```
! wB97M-V def2-TZVPD RIJCOSX def2/J DEFGRID3
* xyz 1 1
O -1.13 0.90 -2.08
O -0.16 2.68 0.04
N 0.63 -0.85 1.84
N 0.63 -0.58 -0.46
N -0.39 -2.42 0.47
C 0.33 -1.30 0.62
H 0.85 0.40 -0.37
H 0.30 -0.86 -1.37
H -0.72 3.46 0.14
H 1.12 0.02 1.93
H -0.66 1.56 -1.54
H -0.45 -3.04 1.26
H -1.43 1.43 -2.84
H -0.39 -2.88 -0.44
H 0.74 -1.52 2.59
H 0.73 3.01 0.22
*
```



DFT (wB97M-V/def2-TZVPD) results for a structure of composition CH10N3O2Pb at a distorted geometry.

Values from the calculation:
Highest occupied orbital energy (eV): -12.24
HOMO-LUMO gap (eV): 6.224

The geometry in ORCA input format:
```
! wB97M-V def2-TZVPD RIJCOSX def2/J DEFGRID3
* xyz 1 1
Pb -0.50 0.24 -0.12
O 0.21 -0.19 2.13
O -0.89 -0.35 3.99
N 0.94 2.37 0.24
N -0.91 -0.17 2.77
N 1.27 -0.60 -1.88
C -1.32 -1.81 -0.18
H -1.86 0.98 -1.03
H 1.12 0.07 -2.63
H 0.17 2.98 0.40
H 0.88 -1.50 -2.07
H -1.36 -2.08 -1.24
H -0.66 -2.44 0.44
H 1.45 2.57 -0.62
H -2.29 -1.64 0.26
H 1.52 2.20 1.06
H 2.22 -0.62 -1.51
*
```



DFT (wB97M-V/def2-TZVPD) results for a cluster of 3 separate species, CH10N4O in total at a distorted geometry.

Values from the calculation:
Highest occupied orbital energy (spin up / spin down) (eV): -8.19 / -6.96
ΔE to the lowest compared entry with this formula, charge and spin (kcal per mole): 106.16
HOMO-LUMO gap (spin up / spin down) (eV): 8.872 / 6.345

The geometry in ORCA input format:
```
! wB97M-V def2-TZVPD RIJCOSX def2/J DEFGRID3
* xyz 0 1
O -0.82 -0.80 -1.32
N 1.10 -0.15 1.34
N 1.17 0.69 -1.66
N 0.62 0.83 0.44
N -0.73 -1.87 -0.51
C -0.90 1.19 0.52
H -1.04 2.05 -0.13
H 1.99 0.18 -1.33
H -1.65 0.45 0.25
H -1.13 1.42 1.57
H 0.61 -0.02 -2.14
H -0.24 -2.66 -0.94
H 1.16 1.68 0.54
H 0.92 0.13 2.31
H -1.64 -2.14 -0.12
H 0.57 -1.00 1.16
*
```



DFT (wB97M-V/def2-TZVPD) results for a cluster of 2 separate species, CH10N5 in total at a distorted geometry.

Values from the calculation:
Highest occupied orbital energy (eV): -13.70
ΔE to the lowest compared entry with this formula, charge and spin (kcal per mole): 16.93
HOMO-LUMO gap (eV): 10.706

The geometry in ORCA input format:
```
! wB97M-V def2-TZVPD RIJCOSX def2/J DEFGRID3
* xyz 1 1
N 0.22 -0.41 0.02
N 1.10 1.63 0.26
N 0.66 -1.69 -0.09
N 2.52 -0.24 -0.24
N -2.24 0.21 -0.09
C 1.23 0.38 0.04
H 1.89 2.26 0.46
H 2.31 -1.21 -0.53
H -0.80 0.00 0.11
H 0.63 -2.17 0.82
H -2.79 0.43 0.73
H 0.12 -2.27 -0.76
H 3.38 0.18 -0.15
H -2.15 1.16 -0.60
H 0.36 2.14 0.48
H -2.64 -0.49 -0.71
*
```



DFT (wB97M-V/def2-TZVPD) results for the molecule CH10N6 at a distorted geometry.

Values from the calculation:
Highest occupied orbital energy (eV): -8.92
ΔE to the lowest compared entry with this formula, charge and spin (kcal per mole): 0.00
HOMO-LUMO gap (eV): 9.796

The geometry in ORCA input format:
```
! wB97M-V def2-TZVPD RIJCOSX def2/J DEFGRID3
* xyz 0 1
N -0.84 0.53 0.61
N 0.64 -1.20 -0.16
N 0.45 0.64 -1.59
N 1.48 0.95 0.47
N 0.29 -1.73 1.12
N -2.09 0.29 -0.03
C 0.45 0.23 -0.23
H -2.23 -0.71 -0.07
H 1.55 0.60 1.42
H 2.36 0.79 0.00
H -0.49 -1.01 1.49
H -0.82 1.49 0.93
H -0.34 0.28 -2.12
H 1.15 -1.78 1.67
H 0.06 -1.67 -0.86
H 0.50 1.65 -1.67
H -2.11 0.66 -0.98
*
```



DFT (wB97M-V/def2-TZVPD) results for a structure of composition CH10N6 at a distorted geometry.

Values from the calculation:
Highest occupied orbital energy (spin up / spin down) (eV): -7.90 / -7.89
ΔE to the lowest compared entry with this formula, charge and spin (kcal per mole): 113.54
HOMO-LUMO gap (spin up / spin down) (eV): 8.791 / 8.789

The geometry in ORCA input format:
```
! wB97M-V def2-TZVPD RIJCOSX def2/J DEFGRID3
* xyz 0 1
N -1.58 -1.16 -1.08
N 0.34 0.24 1.20
N 1.09 0.33 -0.57
N 0.57 1.30 -1.29
N -1.59 0.12 -0.45
N -1.31 1.19 -1.12
C 0.96 -0.91 1.81
H 2.02 0.59 -0.21
H 0.80 2.24 -0.96
H 0.60 -1.81 1.30
H 0.63 1.11 1.64
H -0.62 -1.35 -1.39
H -0.98 0.12 0.52
H -2.20 -1.14 -1.89
H 2.06 -0.91 1.73
H -1.48 1.05 -2.12
H 0.70 -0.99 2.87
*
```



DFT (wB97M-V/def2-TZVPD) results for a cluster of 4 separate species, CH10NO4 in total at a distorted geometry.

Values from the calculation:
Highest occupied orbital energy (eV): -4.27
ΔE to the lowest compared entry with this formula, charge and spin (kcal per mole): 20.72
HOMO-LUMO gap (eV): 8.361

The geometry in ORCA input format:
```
! wB97M-V def2-TZVPD RIJCOSX def2/J DEFGRID3
* xyz -1 1
O -0.10 -1.10 0.61
O 0.98 -0.11 -1.61
O -1.00 1.02 -3.46
O 2.05 -0.26 2.01
N -1.26 0.98 1.41
C -1.14 -0.58 1.27
H -2.09 -0.85 0.83
H 1.82 0.00 -1.19
H -1.01 1.06 2.37
H -0.79 0.25 -3.01
H -0.26 1.62 -3.22
H -1.17 -1.04 2.27
H -0.29 1.25 0.95
H 1.25 -0.61 1.44
H 2.37 -1.08 2.50
H 0.35 -0.37 -0.78
*
```